[1]
The following is a DFT calculation (the ωB97M-V functional and the def2-TZVPD basis) of C53H42F2NbO7 as an isolated structure.

* orbital gap: 5.660 eV
* F_max: 1.3 eV/Å
* total charge: -1
* electronic energy: -2828.31537 Ha

The geometry in XYZ format:
```
105
Properties=species:S:1:pos:R:3:forces:R:3:lowdin_charge:R:1
Nb 0.09118 -2.56023 -1.48123 -0.697 0.521 -0.987 1.559
F -1.56594 -3.25900 -2.28594 -0.073 -0.046 -0.006 -0.555
F 3.28668 -2.47230 -2.68046 -0.072 -0.160 -0.052 -0.152
O -6.68640 0.83727 -0.09389 -0.158 0.215 0.034 0.102
O 8.12072 -3.19073 1.03824 -0.031 -0.027 0.032 0.111
O -5.10621 6.41253 2.14646 -0.029 0.034 -0.011 0.097
O 0.08087 -1.07172 -2.78599 -0.301 -0.263 0.167 -0.430
O -0.91451 3.13418 1.42445 0.017 0.046 -0.018 0.115
O -9.55528 -3.19713 -2.17198 0.006 -0.039 -0.015 0.097
O 10.86695 0.22941 -2.06193 0.025 0.040 -0.026 0.096
C -4.63248 -2.46647 -1.54560 0.012 0.126 0.037 -0.035
C -9.55668 -1.01387 -1.27981 0.069 -0.041 -0.001 -0.080
C 3.82825 -0.84393 2.21825 -0.047 0.139 -0.008 -0.098
C -10.84244 1.29579 -0.42542 0.000 0.007 0.003 -0.066
C 8.07422 0.21679 -2.30931 -0.044 -0.007 -0.015 -0.008
C -3.02198 5.64426 2.94357 -0.032 -0.018 -0.046 -0.083
C 2.58303 -3.47887 -3.39316 -0.016 0.180 -0.347 -0.324
C 3.32149 -1.44136 3.37135 -0.273 0.040 -0.199 -0.110
C -1.85247 3.88323 1.57226 -0.102 0.094 0.040 -0.265
C 8.03406 -1.51655 -0.63146 0.029 0.010 0.037 -0.082
C 8.72472 -2.39799 0.35092 0.056 0.087 -0.089 -0.278
C -1.03884 -1.54764 0.22107 0.658 -0.331 0.290 -0.346
C 0.70890 0.34803 0.42565 0.191 0.346 0.001 -0.216
C -7.41154 -2.34773 -1.63578 -0.036 -0.015 0.009 -0.092
C -6.67659 -1.27853 -1.11659 -0.032 0.024 -0.036 -0.088
C -5.36149 -3.54379 -2.03592 -0.034 0.031 -0.035 -0.037
C 10.88025 -3.04221 1.40395 0.055 -0.012 0.010 -0.006
C -1.94317 4.77785 2.76666 -0.017 -0.025 -0.049 -0.077
C -5.07326 4.84435 -0.17609 0.001 -0.031 -0.031 -0.005
C 1.94240 -1.46993 3.56591 0.215 0.212 -0.453 -0.090
C -3.06153 6.48269 4.05115 0.026 0.001 0.045 -0.009
C -8.82158 0.03761 -0.73121 0.057 -0.022 0.014 -0.081
C -4.15076 5.68716 1.96572 0.101 -0.077 0.003 -0.279
C -0.96572 5.57753 4.80710 0.004 -0.003 0.001 -0.060
C 1.38952 -4.03389 -2.65503 0.758 -0.062 0.859 -0.363
C -4.99835 4.04698 -1.30411 0.004 -0.020 -0.003 -0.058
C 10.21117 -2.26482 0.46693 -0.046 0.008 -0.023 -0.080
C 12.96993 -2.07698 0.70872 0.005 0.004 -0.006 -0.067
C -2.03458 6.45093 4.97784 -0.005 0.006 0.002 -0.066
C -8.89304 -2.27962 -1.73427 0.027 0.106 0.041 -0.280
C -10.93556 -0.89913 -1.40479 -0.036 0.028 0.014 -0.009
C -0.91876 4.74321 3.70424 0.012 0.021 0.044 0.001
C 5.98254 -0.76219 -1.63474 -0.098 0.018 -0.001 -0.038
C -2.95729 3.96268 0.57341 0.026 0.006 0.052 -0.073
C -6.74604 -3.48483 -2.08276 0.055 -0.005 -0.013 -0.003
C -0.75353 -0.05540 0.42736 -0.243 0.057 -0.178 -0.324
C -7.33606 -0.05185 -0.59986 0.056 -0.150 -0.034 -0.281
C 10.92640 -1.38618 -0.34570 -0.037 0.022 -0.016 -0.083
C 10.23383 -0.51913 -1.34724 -0.087 -0.079 0.068 -0.281
C -9.46859 1.18838 -0.29928 -0.043 0.021 -0.009 -0.006
C 6.69515 0.14352 -2.41126 0.014 0.005 0.006 -0.047
C 1.09500 -0.90281 2.61274 0.168 0.175 0.013 -0.039
C 1.59497 -0.29064 1.45716 0.005 -0.403 0.397 -0.240
C 12.25514 -2.94640 1.52576 -0.003 -0.006 0.006 -0.065
C 8.75056 -0.61244 -1.42328 0.081 0.003 0.005 -0.091
C -2.88575 3.16638 -0.56207 -0.015 -0.017 -0.042 0.010
C 12.30796 -1.29893 -0.22431 0.038 -0.023 0.034 -0.009
C -11.57529 0.25303 -0.98200 -0.002 -0.002 0.001 -0.066
C 2.97755 -0.27258 1.27964 -0.046 -0.187 0.326 -0.061
C -5.29145 -1.34333 -1.07880 0.034 -0.012 0.005 0.008
C -3.90364 3.21266 -1.49856 -0.001 -0.043 -0.005 -0.049
C -4.05223 4.80888 0.76597 0.015 0.027 0.038 -0.083
C 6.65204 -1.58806 -0.74695 -0.115 -0.043 0.000 0.010
H -0.16746 5.54937 5.53677 0.011 0.004 0.013 0.105
H -2.08184 -1.65236 -0.10199 -0.047 -0.108 -0.083 0.008
H 2.28109 -3.01013 -4.33563 -0.002 0.033 0.063 0.089
H -8.87685 1.98478 0.13048 0.028 0.008 0.004 0.119
H 1.11586 0.15106 -0.56947 0.138 -0.032 0.066 0.075
H -3.90450 7.14906 4.16759 -0.028 0.004 -0.008 0.117
H -4.73916 -0.50238 -0.68237 0.002 0.014 0.029 0.118
H 12.77402 -3.55038 2.25837 0.014 -0.010 0.007 0.103
H 6.09957 -2.29613 -0.14471 0.038 -0.020 0.050 0.125
H 3.98377 -1.89750 4.09550 0.050 0.013 -0.004 0.089
H -0.09782 4.05692 3.54986 0.014 -0.020 -0.020 0.123
H -0.69142 -1.04598 -3.36108 0.105 0.172 -0.140 -0.011
H -3.55368 -2.48373 -1.52937 0.137 -0.237 -0.062 0.070
H -2.06530 7.10629 5.83827 0.002 0.003 0.017 0.103
H 6.17006 0.79087 -3.10076 -0.016 0.002 -0.013 0.109
H 1.52335 -1.94578 4.44233 -0.016 -0.008 0.047 0.092
H 12.84234 -0.61473 -0.86816 -0.005 0.023 -0.018 0.117
H -1.21903 0.46936 -0.41473 0.039 0.126 0.066 0.076
H -4.83651 -4.41964 -2.39225 0.000 -0.021 -0.001 0.113
H -5.79673 4.06714 -2.03378 -0.014 0.000 -0.010 0.106
H 10.30439 -3.71341 2.02536 -0.029 -0.013 0.001 0.119
H -5.91660 5.49805 -0.00429 -0.008 0.024 0.016 0.117
H 0.74922 -4.52891 -3.39273 -0.218 0.136 0.034 0.033
H 0.02529 -0.93286 2.78036 0.023 -0.021 -0.054 0.099
H -0.00057 -3.97707 -0.33473 -0.135 -0.088 -0.029 -0.113
H -11.48649 -1.72352 -1.83507 0.001 -0.029 -0.005 0.117
H 8.64557 0.91063 -2.90964 0.029 0.005 -0.011 0.116
H -11.34589 2.19292 -0.09002 -0.012 0.011 0.001 0.104
H 4.90565 -0.83407 -1.72113 0.002 -0.042 -0.032 0.099
H -3.84834 2.58687 -2.37925 -0.012 -0.012 -0.016 0.110
H 4.89669 -0.81049 2.03698 0.021 -0.076 0.078 0.088
H 3.34478 -4.23347 -3.62236 -0.021 0.012 0.063 0.092
H -7.32902 -4.30762 -2.47248 -0.026 -0.009 -0.008 0.116
H 1.61756 -2.09687 -0.66726 0.061 -0.201 0.194 -0.066
H -12.64902 0.34063 -1.08336 -0.016 0.005 0.004 0.103
H 14.04556 -2.00682 0.80303 0.017 -0.001 0.008 0.103
H -1.23091 0.35194 1.32921 -0.071 -0.116 0.012 0.093
H -0.96154 -2.11291 1.14993 0.042 0.041 0.007 0.008
H -2.03185 2.51466 -0.68955 0.002 0.004 0.020 0.108
H 3.38461 0.17928 0.38341 0.035 -0.006 -0.046 0.104
H 1.73766 -4.80973 -1.97080 -0.056 -0.069 -0.022 0.008
H 0.78703 1.43054 0.58379 -0.129 0.007 -0.096 0.104
```
Forces are in eV/Å.

=====

[2]
The following is a DFT calculation (the ωB97M-V functional and the def2-TZVPD basis) of a 4-piece molecular cluster, C18H34INO9 overall.

* orbital gap: 8.590 eV
* F_max: 12.1 eV/Å
* total charge: 0
* structure (SMILES): N#CO[C@]1(CC(=O)I)OC(=O)O[C@H]1O.CCOCC.CCOCC.CCOCC
* electronic energy: -1735.52824 Ha

The geometry in XYZ format:
```
63
Properties=species:S:1:pos:R:3:forces:R:3:lowdin_charge:R:1
I -2.02076 -5.42770 0.30627 0.889 0.967 -0.642 0.882
O -1.60691 -5.08520 -3.47867 -2.267 -0.957 1.125 -0.053
O -0.07485 1.06100 0.20252 0.007 -0.124 -0.136 -0.170
O -1.97875 -2.28760 -3.77517 -3.840 -0.487 0.582 0.018
O -3.21080 -2.00258 -1.86391 -2.158 -4.185 2.717 -0.014
O 0.47739 5.90162 -1.19355 0.026 0.035 0.113 -0.161
O 0.45313 -3.65303 0.39278 -7.386 -1.586 -5.339 -0.136
O -4.18355 -1.62342 -4.92099 6.923 -6.753 3.314 0.071
O -3.44517 -4.00419 -4.41694 -0.152 4.035 2.352 0.034
O 3.41232 -4.13391 3.74832 0.102 -0.065 0.110 -0.163
N -4.74504 -3.19348 0.09808 5.039 4.327 -10.108 0.117
C 0.05466 3.68735 -2.18749 0.138 -0.050 -0.042 -0.073
C -2.22835 -2.96665 -2.45998 1.087 0.185 -3.121 -0.305
C 4.06205 -3.31805 4.72046 -0.115 -0.102 -0.073 -0.280
C -4.15806 -2.71238 -0.97893 -1.693 -1.691 7.395 -0.143
C 3.05645 -2.35782 2.07845 0.105 0.085 -0.055 -0.081
C -0.63312 -3.88995 -0.39426 6.797 2.209 3.461 -0.612
C -0.49074 4.87944 -1.41766 0.173 -0.021 -0.116 -0.274
C 0.54160 2.11808 0.93424 0.020 -0.084 0.078 -0.281
C 0.81040 1.76995 2.38845 -0.003 -0.136 0.101 -0.070
C -1.34218 0.61471 0.67902 0.068 0.197 0.004 -0.271
C -2.85825 -4.36979 -3.11582 2.095 -1.035 -0.281 -0.226
C -2.40428 1.70242 0.68413 -0.035 0.127 -0.087 -0.070
C -3.30191 -2.51510 -4.44603 -3.267 2.798 -1.917 -0.190
C 0.03188 7.16477 -3.26008 -0.164 0.042 -0.007 -0.084
C 3.10264 -2.66958 5.70393 -0.156 0.012 0.056 -0.085
C -0.73885 -3.01992 -1.77864 -0.372 0.810 0.752 -0.037
C 1.05252 6.49623 -2.35480 -0.084 -0.003 0.061 -0.278
C 2.46134 -3.48406 2.90827 0.124 -0.033 -0.115 -0.281
H -1.23582 0.16282 1.66944 -0.028 0.041 0.074 0.108
H 0.10574 -3.34734 -2.54528 -2.201 0.324 1.624 0.170
H 3.46069 -1.55974 2.70421 -0.059 0.034 0.003 0.061
H 4.68806 -2.56824 4.22558 -0.052 0.081 0.016 0.104
H 3.87741 -2.73349 1.45565 -0.174 0.037 0.079 0.085
H 2.39936 -1.99736 5.20722 0.096 0.038 0.033 0.062
H -0.52191 7.93335 -2.70987 0.117 -0.083 -0.070 0.083
H -2.13803 2.52941 1.34527 -0.043 -0.069 0.054 0.069
H 0.53029 7.63569 -4.11291 -0.040 -0.049 0.111 0.077
H 2.51370 -3.43323 6.22366 0.118 0.087 -0.055 0.082
H -0.11083 1.55804 2.93583 0.035 0.105 0.004 0.068
H 1.31695 2.59962 2.89102 -0.053 -0.090 -0.087 0.082
H -1.66496 -0.18725 0.00769 0.215 0.084 -0.049 0.098
H -0.82089 4.53850 -0.43137 0.140 0.259 -0.045 0.098
H 4.74526 -3.97309 5.27380 -0.173 -0.054 -0.252 0.118
H 3.65566 -2.08787 6.44777 -0.045 -0.078 -0.079 0.076
H -0.05483 3.03252 0.85006 0.005 -0.044 0.108 0.088
H 1.76072 7.25471 -2.00096 -0.169 -0.222 0.164 0.119
H -2.53308 2.11672 -0.32322 -0.007 -0.116 0.149 0.078
H 1.61244 -3.13107 3.50092 -0.024 0.097 0.019 0.106
H 0.91181 3.25076 -1.66055 -0.227 0.046 -0.088 0.072
H 2.06743 -4.24823 2.23084 0.178 0.004 0.264 0.101
H 0.39430 3.96767 -3.18648 -0.099 -0.004 -0.009 0.067
H -3.36329 1.29789 1.02438 0.131 0.033 -0.072 0.080
H -0.69876 6.45234 -3.64970 0.096 0.021 -0.059 0.065
H -1.37365 5.29661 -1.91051 -0.022 -0.012 -0.090 0.107
H 1.44424 0.87911 2.45753 -0.046 0.130 -0.032 0.075
H 1.49718 2.32690 0.43896 -0.244 -0.185 -0.066 0.119
H 2.29294 -1.91836 1.42803 0.092 -0.126 0.076 0.063
H -0.71820 2.91984 -2.30033 0.132 0.083 0.075 0.078
H -3.56096 -5.02417 -2.44270 1.175 1.543 -1.490 0.153
H -1.75541 -6.08363 -3.45707 0.053 2.038 0.013 0.138
H -0.46196 -1.89645 -1.48494 -0.720 -2.458 -0.436 0.159
H 1.64355 5.75586 -2.90395 -0.061 -0.014 -0.068 0.105
```
Forces are in eV/Å.

=====

- Which formula does entry 1 have?
  C53H42F2NbO7

=====

- Which value of orbital gap does entry 2 give?
  8.590 eV

=====

- The lowest electronic energy belongs to which entry?
  C53H42F2NbO7

=====

- Which formula does entry 1 have?
  C53H42F2NbO7